Density functional theory data (wB97M-V/def2-TZVPD) for a cluster of 3 separate species, C21H23ClF16NO6 in total at a distorted geometry.

```
68
C21H23ClF16NO6 wB97M-V/def2-TZVPD
C 5.699 1.429 -0.307
O 5.369 2.837 -0.257
C 4.983 3.325 -1.583
C 3.384 3.070 -1.710
C 2.855 2.959 -3.226
C 2.417 1.485 -3.687
C 1.507 0.696 -2.642
C 0.312 1.360 -1.885
C -0.478 0.502 -0.855
C -1.692 1.218 -0.099
O -1.906 0.918 1.106
O -2.494 2.217 -0.763
Cl -1.726 3.714 -0.474
C -0.043 -0.977 -0.609
C 1.157 -1.537 -1.437
O 1.589 -2.886 -1.215
N 1.873 -0.703 -2.399
H 4.807 0.822 -0.732
H 6.591 1.196 -0.991
H 5.842 1.042 0.769
H 5.188 4.455 -1.586
H 5.526 2.785 -2.435
H 2.882 3.983 -1.228
H 3.149 2.170 -1.046
H 2.050 3.761 -3.400
H 3.746 3.258 -3.905
H 1.774 1.614 -4.644
H 3.299 0.814 -4.018
H 0.098 2.458 -2.120
H -0.596 -1.614 0.168
H 2.550 -2.822 -0.956
H 2.670 -1.149 -2.890
C -4.198 -1.726 -1.674
C -5.595 -1.589 -2.316
C -6.556 -2.756 -2.083
F -6.094 -3.917 -2.585
F -7.740 -2.519 -2.700
F -5.447 -1.333 -3.638
F -6.167 -0.470 -1.781
O -3.132 -2.182 -2.521
C -3.009 -3.583 -2.674
C -3.265 -4.047 -4.113
F -4.497 -3.700 -4.539
F -3.185 -5.396 -4.204
F -3.792 -4.204 -1.774
F -1.733 -3.882 -2.324
H -3.895 -0.713 -1.393
H -4.228 -2.275 -0.728
H -6.758 -2.893 -1.016
H -2.535 -3.609 -4.799
C -0.120 1.768 5.176
C 1.216 1.568 4.429
C 1.287 0.355 3.501
F 1.116 -0.809 4.154
F 2.509 0.283 2.908
F 2.225 1.554 5.331
F 1.413 2.684 3.664
O -0.189 1.298 6.528
C -0.496 -0.069 6.723
C 0.656 -0.848 7.368
F 1.781 -0.789 6.622
F 0.339 -2.160 7.491
F -0.911 -0.607 5.559
F -1.569 -0.093 7.546
H -0.253 2.850 5.268
H -0.980 1.436 4.587
H 0.536 0.423 2.707
H 0.887 -0.453 8.360
```

energy above the lowest of the compared OMol25 structures with the same formula, charge and spin: 0.0 kcal/mol
molecular weight: 724.84 u
2S+1: 1
total charge: +1
LUMO: -5.679 eV
DFT total energy: -3377.7337 Eh
HOMO: -12.5138 eV

***

Density functional theory data (wB97M-V/def2-TZVPD) for a structure of composition C21H23ClFFeN5O9.

```
61
C21H23ClFFeN5O9 wB97M-V/def2-TZVPD
Fe 0.756 3.757 -2.803
C -4.306 1.113 2.214
C -2.970 1.559 2.801
N -1.931 1.667 1.785
C -1.636 2.902 1.278
C -0.820 3.139 0.229
C -0.550 4.610 -0.123
O -1.075 5.444 0.605
O 0.234 4.817 -1.098
C -0.243 2.024 -0.468
O 0.322 2.059 -1.559
C -0.371 0.735 0.223
C 0.392 -0.338 -0.226
C 0.247 -1.565 0.360
F 1.037 -2.593 -0.043
C -0.690 -1.790 1.368
C -1.434 -0.715 1.830
C -1.261 0.567 1.298
N -0.920 -3.071 1.954
C -0.496 -3.241 3.329
C -1.321 -4.348 3.969
N -1.125 -5.600 3.166
C -1.521 -5.393 1.733
C -0.678 -4.260 1.163
H -5.054 1.034 3.004
H -4.216 0.145 1.719
H -4.652 1.841 1.481
H -2.645 0.881 3.593
H -3.077 2.543 3.251
H -2.095 3.751 1.768
H 1.105 -0.177 -1.025
H -2.162 -0.893 2.612
H -0.653 -2.314 3.876
H 0.575 -3.497 3.408
H -2.379 -4.095 3.929
H -1.019 -4.535 4.998
H -1.643 -6.376 3.574
H -0.132 -5.844 3.189
H -2.574 -5.118 1.717
H -1.369 -6.321 1.186
H -0.982 -4.082 0.135
H 0.379 -4.567 1.149
C 5.491 0.055 -2.125
N 4.620 0.992 -2.803
C 4.691 1.201 -4.141
C 3.898 2.093 -4.765
C 2.980 2.843 -3.945
O 2.201 3.714 -4.422
N 2.910 2.605 -2.626
C 3.661 1.679 -2.003
O 3.592 1.372 -0.818
H 6.176 -0.392 -2.843
H 4.907 -0.726 -1.639
H 6.063 0.566 -1.351
H 5.410 0.599 -4.683
H 3.917 2.241 -5.832
O -2.856 3.228 -4.034
Cl -1.540 3.456 -4.531
O -1.532 3.565 -5.949
O -0.647 2.388 -4.104
O -0.990 4.667 -3.936
```

energy above the lowest of the compared OMol25 structures with the same formula, charge and spin: 1.2 kcal/mol
⟨S²⟩: 6.006
molecular weight: 599.74 u
2S+1: 5
LUMO (alpha / beta): -1.992 / -1.991 eV
DFT total energy: -3588.5263 Eh
HOMO (alpha / beta): -7.6112 / -7.1849 eV

***

Density functional theory data (wB97M-V/def2-TZVPD) for an isolated molecule of C21H23ClN2O4S.

```
52
C21H23ClN2O4S wB97M-V/def2-TZVPD
C -5.410 3.577 3.090
H -6.126 4.077 2.444
H -5.616 2.511 3.137
H -5.444 4.007 4.085
S -3.732 3.845 2.457
C -3.915 2.976 0.852
C -2.724 3.213 -0.061
H -2.724 4.238 -0.430
C -1.381 2.961 0.642
N -1.388 1.750 1.431
C -1.256 0.548 0.840
O -1.038 0.459 -0.362
C -1.362 -0.634 1.731
C -2.190 -0.646 2.851
C -2.267 -1.778 3.642
C -1.518 -2.901 3.329
C -0.699 -2.897 2.212
C -0.626 -1.773 1.412
H 0.006 -1.763 0.536
H -0.118 -3.771 1.961
H -1.579 -3.779 3.954
H -2.915 -1.784 4.507
H -2.797 0.214 3.097
H -1.560 1.830 2.419
C -0.260 2.904 -0.403
O -0.375 3.269 -1.539
O 0.883 2.492 0.156
C 2.055 2.506 -0.651
H 1.849 3.057 -1.578
C 2.587 1.115 -1.032
O 3.781 0.930 -1.110
N 1.619 0.214 -1.296
C 1.764 -1.118 -1.694
C 2.999 -1.752 -1.786
C 3.049 -3.078 -2.177
C 1.907 -3.812 -2.485
C 0.687 -3.154 -2.388
C 0.607 -1.831 -2.003
H -0.352 -1.338 -1.936
H -0.219 -3.693 -2.622
C 1.996 -5.245 -2.905
H 2.485 -5.837 -2.133
H 2.593 -5.335 -3.812
H 1.007 -5.654 -3.092
Cl 4.600 -3.839 -2.281
H 3.903 -1.214 -1.558
H 0.648 0.496 -1.172
H 2.835 3.021 -0.085
H -1.156 3.792 1.318
H -2.800 2.544 -0.920
H -4.034 1.913 1.071
H -4.826 3.349 0.385
```

energy above the lowest of the compared OMol25 structures with the same formula, charge and spin: 0.0 kcal/mol
molecular weight: 434.94 u
2S+1: 1
SMILES: CSCC[C@@H](NC(=O)c1ccccc1)C(=O)OCC(=O)Nc1ccc(C)c(Cl)c1
LUMO: 0.350 eV
DFT total energy: -2082.9651 Eh
HOMO: -8.2443 eV

***

Density functional theory data (wB97M-V/def2-TZVPD) for a structure of composition C21H23F4N3O2RbS2 at a distorted geometry.

```
56
C21H23F4N3O2RbS2 wB97M-V/def2-TZVPD
Rb -1.116 -0.935 0.610
C -1.094 2.352 2.558
N 0.059 1.678 2.013
C 0.771 2.481 0.998
C 1.035 1.234 2.982
C 0.545 0.138 3.959
N 0.163 -1.113 3.303
C 0.130 -2.212 4.045
C -0.214 -3.445 3.418
F -0.425 -3.419 2.118
C -0.367 -4.638 4.101
F -0.703 -5.727 3.406
C -0.208 -4.736 5.465
C 0.140 -3.544 6.132
F 0.212 -3.640 7.479
C 0.262 -2.336 5.470
F 0.435 -1.271 6.286
H -0.877 3.105 3.347
H -1.804 1.666 2.958
H -1.601 2.861 1.805
H 1.216 3.365 1.461
H -0.018 2.890 0.326
H 1.537 1.971 0.442
H 1.395 2.036 3.632
H 1.882 0.829 2.471
H -0.212 0.521 4.703
H 1.432 -0.027 4.607
H -0.329 -5.690 6.003
C 3.041 0.565 -1.762
C 1.508 0.451 -1.756
O 1.009 -0.493 -1.166
C 0.677 1.439 -2.485
C 1.256 1.999 -3.666
C 0.569 2.764 -4.586
C -0.758 3.065 -4.236
C -1.337 2.609 -3.092
C -0.741 1.677 -2.170
O -1.410 1.132 -1.277
H 3.425 0.771 -0.712
H 3.386 1.376 -2.372
H 3.447 -0.385 -2.115
H 2.285 1.715 -3.897
H 1.053 3.179 -5.470
H -1.343 3.607 -4.942
H -2.374 2.866 -2.904
S -2.162 -3.407 -2.200
C -1.911 -2.226 -3.376
N -0.873 -1.409 -3.431
C -0.732 -0.627 -4.664
C -2.090 -0.541 -5.269
S -2.998 -2.039 -4.698
H -0.203 -1.485 -2.655
H -0.051 -1.179 -5.318
H -0.313 0.349 -4.478
H -2.019 -0.581 -6.367
H -2.587 0.417 -5.036
```

energy above the lowest of the compared OMol25 structures with the same formula, charge and spin: 10.7 kcal/mol
molecular weight: 575.03 u
2S+1: 1
total charge: -1
LUMO: 2.169 eV
DFT total energy: -2348.7589 Eh
HOMO: -3.5588 eV

***

Density functional theory data (wB97M-V/def2-TZVPD) for a structure of composition C21H23FeI2N9O at a distorted geometry.

```
57
C21H23FeI2N9O wB97M-V/def2-TZVPD
Fe 10.722 9.924 8.602
I 15.325 9.187 15.686
C 14.246 8.851 13.935
C 14.397 7.586 13.345
C 13.636 7.160 12.252
I 13.756 5.396 11.133
C 12.655 8.134 11.680
O 11.660 7.808 10.936
C 12.884 9.557 12.085
C 12.112 10.633 11.301
N 12.312 10.583 9.778
C 13.608 10.068 9.317
C 13.510 9.890 7.861
C 14.612 9.516 7.138
C 14.337 9.057 5.855
C 13.105 9.294 5.210
C 12.205 9.935 5.971
N 12.307 10.085 7.327
C 13.552 9.848 13.263
H 15.180 6.884 13.725
H 12.346 11.662 11.612
H 10.997 10.436 11.354
H 12.285 11.541 9.396
H 13.832 9.133 9.859
H 14.428 10.689 9.735
H 15.622 9.662 7.545
H 14.990 8.292 5.489
H 13.008 8.995 4.164
H 11.230 10.259 5.562
H 13.457 10.875 13.707
N 9.739 11.342 9.544
C 9.250 12.236 8.862
N 8.716 13.254 8.305
C 9.188 13.961 7.298
N 9.381 14.707 6.403
C 9.877 7.249 8.120
N 9.266 8.586 8.463
C 8.499 8.385 9.716
N 7.418 7.463 9.459
C 8.035 6.136 9.096
N 8.850 6.219 7.891
C 8.112 6.735 6.742
N 7.450 7.999 7.043
C 8.401 9.000 7.351
C 6.623 7.877 8.269
H 10.524 6.896 8.935
H 10.494 7.433 7.225
H 8.022 9.357 9.924
H 9.205 8.083 10.465
H 7.254 5.378 8.929
H 8.667 5.950 9.968
H 7.343 6.004 6.507
H 8.811 6.891 5.946
H 7.891 9.988 7.536
H 9.096 9.263 6.502
H 5.927 7.042 7.934
H 6.062 8.819 8.427
```

energy above the lowest of the compared OMol25 structures with the same formula, charge and spin: 74.4 kcal/mol
⟨S²⟩: 6.015
molecular weight: 727.13 u
2S+1: 5
LUMO (alpha / beta): -1.039 / -1.231 eV
DFT total energy: -3241.0620 Eh
HOMO (alpha / beta): -6.7466 / -6.7435 eV